1.
Here is a cluster of 2 separate species, C18H20ClNO2S in total in a non-equilibrium geometry from OMol25. Energies are from ωB97M-V/def2-TZVPD.

Output
Largest force on an atom in eV Å⁻¹: 3.241
Net charge: 0
Gap between HOMO and LUMO in Eh: 0.094
ΔE to the lowest compared entry with this formula, charge and spin in eV: 6.0059
Lowest unoccupied orbital energy in eV: -2.18

Atoms and positions in Å:
C: -2.49034 -2.89661 3.99897
C: -1.68383 -3.74284 3.00524
C: -1.71117 -2.97623 1.68192
N: -2.08973 -1.60510 2.04877
C: -2.19937 -0.66421 1.13679
C: -2.45174 0.71537 1.46325
C: -1.80709 1.36882 2.54947
C: -2.15550 2.67350 2.88772
C: -3.12634 3.36355 2.14657
C: -3.73224 2.74558 1.04120
C: -3.38052 1.44926 0.68143
C: -2.46260 -1.45872 3.46162
H: -3.53149 -3.23475 4.01373
H: -2.09640 -2.94330 5.01493
H: -0.64666 -3.84257 3.33845
H: -2.10227 -4.74134 2.87377
H: -0.74515 -2.98535 1.15685
H: -2.45867 -3.40828 0.99655
H: -2.19924 -0.98548 0.09043
H: -1.02309 0.84876 3.10482
H: -1.66204 3.15669 3.73377
H: -3.40236 4.38175 2.42638
H: -4.48249 3.28608 0.46047
H: -3.83159 0.95392 -0.18287
H: -3.43442 -0.95766 3.59323
H: -1.72045 -0.86027 4.01239
Cl: -0.79846 -1.15885 -2.71364
C: -0.06238 -1.23174 -4.18576
S: 1.00034 0.00771 -4.74061
C: 1.83044 -0.72565 -6.17699
C: 3.05423 -1.36857 -6.00235
C: 3.69465 -1.93990 -7.10708
C: 3.11482 -1.86844 -8.37735
C: 1.88313 -1.22548 -8.53616
C: 1.23724 -0.64925 -7.43587
O: 0.26142 1.12581 -5.28461
O: 2.06039 0.23119 -3.78384
H: -0.37594 -1.99403 -4.89252
H: 3.50900 -1.41167 -5.01437
H: 4.65272 -2.43793 -6.96525
H: 3.61837 -2.31434 -9.23765
H: 1.41811 -1.16258 -9.51914
H: 0.28588 -0.13409 -7.55900

=====

2.
Here is a structure of composition C24H33BN17S3W in a non-equilibrium geometry from OMol25. Energies are from ωB97M-V/def2-TZVPD.

Output
2S+1: 2
Largest force on an atom in eV Å⁻¹: 2.387
Net charge: +2
Gap between HOMO and LUMO (alpha / beta) in Eh: 0.148 / 0.169
ΔE to the lowest compared entry with this formula, charge and spin in eV: 1.3410
Lowest unoccupied orbital energy (alpha / beta) in eV: -9.59 / -9.01

Atoms and positions in Å:
W: 0.23426 -0.11748 0.10506
C: 2.92734 2.43345 1.05772
C: 2.94993 1.71261 -0.23598
C: 3.88424 1.91273 -1.24918
C: 3.55672 1.01119 -2.23576
N: 2.49274 0.30297 -1.83097
N: 2.08161 0.74209 -0.60416
B: 1.79497 -0.82767 -2.62060
N: 0.38833 -0.34945 -2.96012
C: -0.25140 -0.30701 -4.13278
C: -1.50570 0.22711 -3.92213
C: -1.56955 0.49343 -2.55901
C: -2.68329 1.13643 -1.82505
N: -0.41030 0.13632 -1.96356
N: 1.62989 -2.06350 -1.71148
C: 1.93170 -3.33328 -2.01682
C: 1.59196 -4.13004 -0.94914
C: 1.06406 -3.26738 0.01070
C: 0.60277 -3.68095 1.36041
N: 1.07069 -2.00786 -0.47569
N: 2.65017 -1.20087 -3.80122
C: 3.93185 -1.67710 -3.69894
C: 4.38751 -1.93558 -4.95904
C: 3.31114 -1.57930 -5.81481
C: 3.24150 -1.65801 -7.28251
N: 2.29123 -1.14426 -5.08054
H: 3.88856 2.91924 1.19754
H: 2.15781 3.20370 1.05836
H: 2.76298 1.73684 1.87781
H: 4.69116 2.61411 -1.24493
H: 4.01718 0.85314 -3.18837
H: 0.23322 -0.64870 -5.02664
H: -2.27032 0.39932 -4.65001
H: -3.43423 1.47020 -2.53480
H: -3.14819 0.43136 -1.13532
H: -2.29539 1.99345 -1.28252
H: 2.36177 -3.60898 -2.95708
H: 1.70444 -5.19011 -0.86563
H: 0.96475 -4.68755 1.55351
H: 0.99279 -3.03385 2.14438
H: -0.48562 -3.70962 1.41230
H: 4.40607 -1.79166 -2.74610
H: 5.34333 -2.31940 -5.24919
H: 4.17659 -2.01882 -7.69871
H: 2.43037 -2.32424 -7.57880
H: 3.00640 -0.67952 -7.70111
C: -3.20011 3.16160 0.72177
C: -1.76446 3.62733 0.51195
S: -0.43245 2.38455 0.87727
C: -0.15718 2.67624 2.67443
C: -1.38195 2.56582 3.55717
S: -2.41186 1.11508 3.12780
C: -4.01212 1.64715 3.81150
C: -4.86409 2.52761 2.89651
S: -4.00271 3.95836 2.16911
H: -3.24588 2.08323 0.87322
H: -3.81410 3.42190 -0.14173
H: -1.51776 4.49368 1.12566
H: -1.58080 3.90299 -0.52720
H: 0.27130 3.67670 2.76661
H: 0.60163 1.94681 2.95053
H: -2.02102 3.44659 3.46097
H: -1.06445 2.46445 4.59745
H: -3.80812 2.14037 4.76057
H: -4.55638 0.72177 4.00134
H: -5.67206 2.96065 3.48858
H: -5.30420 1.95135 2.08350
N: -1.23432 -1.65925 3.09275
C: -1.90725 -1.69423 1.90895
N: -3.04534 -2.31777 1.65536
N: -3.28064 -2.12028 0.38730
N: -2.37189 -1.41535 -0.16340
N: -1.45389 -1.08480 0.76634
C: -0.01571 -1.05818 3.16022
N: 0.76239 -0.90497 4.22095
N: 1.83258 -0.29600 3.79340
N: 1.77224 -0.05635 2.53666
N: 0.59836 -0.51348 2.06598
H: -1.60557 -2.14281 3.89902

=====

3.
Here is an isolated molecule of C4H6N2 in a non-equilibrium geometry from OMol25. Energies are from ωB97M-V/def2-TZVPD.

Output
Largest force on an atom in eV Å⁻¹: 9.566
Net charge: 0
Gap between HOMO and LUMO in Eh: 0.392
ΔE to the lowest compared entry with this formula, charge and spin in eV: 4.0483
Lowest unoccupied orbital energy in eV: 0.86

Atoms and positions in Å:
C: -1.51514 -0.46845 -0.76139
C: -0.23290 1.45486 -0.33827
C: 0.58430 0.26758 -0.23185
C: 0.96252 -0.55701 0.95488
H: -0.99611 -1.41778 -0.85030
H: -1.82698 -0.81908 0.33926
H: -2.50460 -0.55001 -1.34660
H: -1.07219 1.52716 0.37285
H: 0.00204 2.39409 -0.93985
H: 1.63445 0.25730 -0.76136
N: -0.51927 0.30301 -1.13072
N: 1.37223 -1.09924 1.90869

=====

4.
Here is a cluster of 13 separate species, C50H120O26P2 in total in a non-equilibrium geometry from OMol25. Energies are from ωB97M-V/def2-TZVPD.

Output
Largest force on an atom in eV Å⁻¹: 3.154
Net charge: 0
Gap between HOMO and LUMO in Eh: 0.358
Lowest unoccupied orbital energy in eV: 0.40

Atoms and positions in Å:
C: -0.63801 1.85468 0.28974
O: 0.42786 0.91677 0.09369
P: 0.22717 -0.61855 0.32591
O: 1.47138 -1.44449 0.19476
O: -0.50777 -0.62840 1.79106
C: 0.27982 -0.23446 2.92155
O: -1.00118 -1.08923 -0.66177
C: -1.20783 -2.48552 -1.02014
H: -1.62986 1.41573 0.18174
H: -0.54480 2.69375 -0.39973
H: -0.50329 2.25470 1.29469
H: 0.65558 -1.13784 3.40196
H: -0.43373 0.15909 3.64547
H: 1.17969 0.35871 2.75882
H: -0.27613 -3.05011 -1.05565
H: -1.62657 -2.53509 -2.02528
H: -1.97695 -2.89111 -0.36283
C: -3.77135 7.60458 -2.82092
O: -2.41682 7.15522 -2.82091
P: -1.93409 5.77472 -2.10286
O: -2.56172 4.52529 -2.62684
O: -2.23484 6.01755 -0.50301
C: -2.32021 4.94548 0.43207
O: -0.33094 5.87595 -2.20233
C: 0.44757 4.73414 -2.56684
H: -4.42553 6.83858 -2.40453
H: -4.15022 7.69193 -3.83921
H: -3.78750 8.57727 -2.32927
H: -3.18503 5.06541 1.08461
H: -1.44525 4.87025 1.07772
H: -2.41925 4.00401 -0.10823
H: -0.19865 3.87235 -2.73359
H: 1.16654 4.46332 -1.79364
H: 0.92785 4.94951 -3.52133
C: 0.19140 3.78938 4.40136
O: -0.73286 4.78874 4.05098
C: -0.17039 6.14222 4.11546
C: -1.05236 7.16970 3.31534
O: -2.12763 7.56680 4.07429
C: -1.78788 8.32625 5.17582
H: -0.21561 2.77974 4.45688
H: 0.62846 3.99098 5.37934
H: 1.01062 3.74447 3.68375
H: 0.83163 6.06945 3.69265
H: 0.01204 6.38031 5.16338
H: -1.46452 6.68348 2.43114
H: -0.46848 8.04292 3.02435
H: -1.18789 9.15997 4.81112
H: -1.25491 7.74688 5.92971
H: -2.70477 8.76185 5.57290
C: -5.51457 2.63743 -3.05404
O: -5.60279 1.26262 -3.31204
C: -4.30719 0.54262 -3.21286
C: -4.40462 -0.83584 -3.85949
O: -5.59274 -1.46798 -3.40597
C: -5.74491 -2.78930 -3.98585
H: -6.49530 3.00442 -2.75143
H: -5.03014 3.14748 -3.88669
H: -4.81506 2.76641 -2.22812
H: -3.94851 0.42626 -2.19016
H: -3.55091 1.20576 -3.63285
H: -3.55505 -1.48783 -3.65643
H: -4.50709 -0.69157 -4.93503
H: -6.73745 -3.14124 -3.70461
H: -5.06559 -3.43263 -3.42661
H: -5.57711 -2.91288 -5.05574
C: 4.80976 -0.18045 -0.91006
O: 5.94255 0.55684 -0.39253
C: 6.01776 1.90740 -0.70811
C: 7.12901 2.66341 0.00041
O: 8.36168 1.99604 -0.30443
C: 9.47418 2.59935 0.28476
H: 5.02982 -1.24611 -0.97362
H: 4.84014 0.18644 -1.93601
H: 3.89778 0.15119 -0.41367
H: 5.07499 2.37311 -0.42104
H: 6.07731 2.04498 -1.78775
H: 7.04167 2.66949 1.08689
H: 7.13209 3.71457 -0.28794
H: 10.35417 2.03160 -0.01750
H: 9.43686 2.82788 1.34988
H: 9.64958 3.57547 -0.16749
C: 0.12691 0.67772 -6.38848
O: -0.74576 0.97040 -5.38693
C: -0.19416 1.28958 -4.11603
C: 0.32595 0.05269 -3.38204
O: 1.58190 -0.45062 -3.83601
C: 2.22206 -1.33894 -2.90256
H: -0.37734 0.55021 -7.34639
H: 0.45349 -0.33476 -6.15116
H: 0.99142 1.34007 -6.43330
H: -0.94509 1.82206 -3.53238
H: 0.54444 2.08873 -4.17878
H: -0.45236 -0.70142 -3.49882
H: 0.43648 0.34180 -2.33690
H: 1.64110 -2.22014 -2.63039
H: 2.49744 -0.77373 -2.01216
H: 3.20277 -1.66607 -3.24798
C: -4.95512 -2.71713 -0.30312
O: -4.37562 -2.02184 0.79060
C: -4.29572 -0.59826 0.61752
C: -4.33335 0.19387 1.98825
O: -4.15375 1.59529 1.87297
C: -5.12324 2.19371 1.04647
H: -5.15427 -3.75532 -0.03741
H: -4.47371 -2.62120 -1.27633
H: -5.96030 -2.38431 -0.56188
H: -5.18518 -0.19596 0.13261
H: -3.40507 -0.42239 0.01426
H: -3.48171 -0.14967 2.57545
H: -5.23135 -0.06601 2.54875
H: -4.99522 3.24151 1.31816
H: -6.14188 1.89899 1.29874
H: -4.95186 1.96549 -0.00550
C: 6.09114 -3.26425 2.27514
O: 5.12927 -3.04489 3.27233
C: 3.99434 -2.23332 2.82374
C: 4.32339 -0.78619 2.58191
O: 4.89433 -0.02814 3.67142
C: 3.89656 0.42240 4.59215
H: 6.91107 -3.82888 2.71900
H: 6.52275 -2.31766 1.94992
H: 5.71380 -3.77238 1.38772
H: 3.28055 -2.34971 3.63925
H: 3.48441 -2.67032 1.96520
H: 3.42519 -0.35731 2.13758
H: 5.07001 -0.62658 1.80397
H: 3.19663 1.16189 4.20312
H: 4.48382 1.03823 5.27330
H: 3.40400 -0.45349 5.01442
C: -1.70220 -2.79245 -5.74344
O: -2.09187 -4.02130 -5.11295
C: -1.14613 -4.76799 -4.36161
C: -1.70063 -5.84550 -3.44670
O: -2.70344 -5.31149 -2.51163
C: -3.11614 -6.14522 -1.47612
H: -1.07703 -2.17366 -5.09973
H: -2.58175 -2.23627 -6.06775
H: -1.14241 -3.02839 -6.64847
H: -0.61894 -4.04276 -3.74176
H: -0.39111 -5.10973 -5.06962
H: -0.85221 -6.29605 -2.93163
H: -2.19272 -6.64093 -4.00637
H: -2.30131 -6.31823 -0.77313
H: -3.49438 -7.10120 -1.83824
H: -3.86374 -5.64717 -0.85874
C: 2.94372 5.83468 1.21501
C: 3.32508 4.36615 1.39013
C: 2.27086 3.65491 0.56833
O: 1.16642 4.55273 0.56393
C: 1.61400 5.90050 0.52459
H: 3.68533 6.39596 0.64662
H: 2.83193 6.24051 2.22045
H: 3.24051 3.94438 2.39166
H: 4.35481 4.21124 1.06802
H: 1.86945 2.75295 1.03034
H: 2.71481 3.47618 -0.41099
H: 0.86422 6.53701 0.99446
H: 1.67198 6.17778 -0.52796
C: -2.00709 -3.33941 5.64930
C: -1.77777 -2.42093 4.44474
C: -3.00266 -2.60641 3.63340
O: -3.65600 -3.78487 4.17841
C: -3.45368 -3.83828 5.56251
H: -1.81671 -2.80132 6.57791
H: -1.36403 -4.21279 5.54074
H: -0.81885 -2.69157 4.00279
H: -1.81729 -1.35433 4.66584
H: -2.67491 -2.91395 2.64038
H: -3.76875 -1.83454 3.55977
H: -3.54451 -4.84697 5.96548
H: -4.10498 -3.11679 6.05581
C: 2.04867 -5.47153 -1.88641
C: 3.41024 -5.18620 -1.40051
C: 4.22534 -5.32306 -2.71708
O: 3.63057 -6.45955 -3.35261
C: 2.24522 -6.37598 -3.06758
H: 1.52489 -4.55422 -2.15529
H: 1.58947 -6.03527 -1.07436
H: 3.63914 -5.87742 -0.58939
H: 3.46594 -4.15965 -1.03830
H: 5.29152 -5.44816 -2.52816
H: 4.21776 -4.40415 -3.30330
H: 1.95309 -7.42508 -3.02129
H: 1.70431 -5.94605 -3.91059
C: -0.48722 -5.07165 1.69776
C: -0.42948 -5.77668 3.03244
C: 0.99960 -5.47458 3.57247
O: 1.75776 -5.07066 2.45005
C: 0.89448 -4.34007 1.63214
H: -1.29336 -4.33810 1.68524
H: -0.52941 -5.73546 0.83423
H: -0.58048 -6.85411 2.96562
H: -1.08581 -5.27581 3.74410
H: 1.42942 -6.35867 4.04339
H: 1.05143 -4.72000 4.35733
H: 1.17322 -4.23253 0.58388
H: 0.88756 -3.33583 2.05585

=====

5.
Here is a cluster of 2 separate species, C3H3FNO3 in total in a non-equilibrium geometry from OMol25. Energies are from ωB97M-V/def2-TZVPD.

Output
Largest force on an atom in eV Å⁻¹: 3.880
Net charge: -1
Gap between HOMO and LUMO in Eh: 0.198
Lowest unoccupied orbital energy in eV: 3.36

Atoms and positions in Å:
C: -2.52494 -0.39979 0.32909
C: 3.54531 0.54190 -0.12798
C: -0.21205 -0.39290 -0.61895
N: -1.32978 0.23149 0.13405
O: 3.65205 -0.61930 -0.19613
O: -3.03517 -1.49276 0.10172
O: 3.63532 1.67347 -0.16403
F: 1.07184 0.10316 0.07356
H: -3.15037 0.52880 0.66537
H: -0.20309 -1.43201 -0.37730
H: -1.44912 1.25795 0.18061